No. 1
ORCA calculation (wB97M-V/def2-TZVPD) on C31H26Br2MnPTe as an isolated structure.

Results
HOMO level (spin up / spin down) = -10.3 / -10.8 eV
Energy above the lowest of the compared OMol25 structures with the same formula, charge and spin = 0.0 kJ/mol
DFT total energy = -220549.1416 eV
HOMO-LUMO gap (spin up / spin down) = 7.09 / 7.46 eV
LUMO energy (spin up / spin down) = -0.1192 / -0.1226 hartree

Structure (ORCA input):
```
! wB97M-V def2-TZVPD RIJCOSX def2/J DEFGRID3
* xyz 1 6
C -3.314 -1.706 -2.246
H 0.450 -0.487 -4.616
C 1.387 3.821 4.085
C 2.139 2.732 2.085
C 3.672 4.220 -1.312
H -5.465 -0.629 0.762
C -0.066 -1.282 3.507
Br -0.485 1.146 -2.988
C -0.639 -2.534 3.299
C -0.034 -0.834 1.118
H -6.391 -0.502 -1.523
H 4.015 1.687 2.219
H -0.852 -3.179 4.141
C 0.227 -0.448 2.438
H -3.108 -6.804 -1.704
C 0.201 -6.164 -1.386
H -3.175 -1.458 1.131
H 0.291 3.827 2.242
C -2.262 -4.876 -1.306
C 0.139 -4.802 -1.153
C 4.013 5.412 -1.935
H 2.677 3.631 5.786
C 1.751 6.195 -1.697
C 3.467 2.609 4.078
C 2.364 4.019 -0.880
C -1.094 -4.147 -1.109
H 5.030 5.573 -2.268
H -3.226 -4.384 -1.265
H 1.476 0.995 -4.507
H 0.384 4.851 -0.736
H 4.421 3.455 -1.159
C -2.196 -6.241 -1.550
P -1.073 -2.370 -0.778
H -1.401 -3.910 1.834
C 0.914 0.244 -3.967
H 1.055 -4.244 -0.993
C -4.606 -1.251 -2.452
C -0.969 -6.885 -1.593
H 0.652 4.416 4.610
H 1.160 -6.665 -1.414
C -3.572 -1.404 0.125
C -5.383 -0.863 -1.367
H -0.922 -7.949 -1.784
Br 2.126 -0.671 -2.786
C -0.942 -2.944 2.011
C 3.280 2.285 2.741
H 0.683 0.513 2.653
C 2.525 3.377 4.745
H 3.326 7.326 -2.610
C 3.055 6.397 -2.126
C -0.649 -2.089 0.952
Mn 0.359 -0.075 -0.782
H 4.352 2.263 4.595
Te 1.845 2.237 0.077
C -2.788 -1.800 -0.955
C -4.862 -0.935 -0.084
H 0.163 -0.962 4.517
H 1.006 6.966 -1.845
H -5.007 -1.198 -3.456
H -2.712 -2.006 -3.098
C 1.186 3.495 2.752
C 1.401 5.006 -1.074
*
```

=====

No. 2
ORCA calculation (wB97M-V/def2-TZVPD) on C15H19AsBF4N5NiO9S2 as an isolated structure at a distorted geometry.

Results
HOMO level = -3.8 eV
Energy above the lowest of the compared OMol25 structures with the same formula, charge and spin = 0.0 kJ/mol
DFT total energy = -176851.4208 eV
HOMO-LUMO gap = 7.94 eV
LUMO energy = 0.1505 hartree

Structure (ORCA input):
```
! wB97M-V def2-TZVPD RIJCOSX def2/J DEFGRID3
* xyz -2 3
C -4.448 -0.386 1.206
C -1.822 -3.229 2.989
Ni -0.308 -0.060 0.249
O 3.285 -6.682 -2.264
H -1.984 -3.381 0.767
H 2.225 -4.951 -0.469
F 1.405 -0.702 1.374
H 1.116 -2.777 0.139
H 0.152 -5.000 -4.176
O -3.090 2.608 -2.146
C -0.015 -2.705 -1.674
O -0.767 1.270 1.724
N -0.729 -1.502 -1.301
C -1.753 -2.813 1.655
C -3.523 0.401 -0.852
C 1.512 -4.480 -1.134
N -1.315 -1.562 1.582
S -2.398 1.378 -1.830
S 1.904 -6.725 -2.721
H -2.348 3.222 0.115
O 1.041 -7.611 -1.944
H -4.387 -0.331 -2.652
C 0.344 -4.502 -3.234
O -2.049 0.563 -2.989
H -0.982 -0.955 -2.124
B 2.715 -0.367 1.927
N 1.310 0.814 -0.875
O -1.241 1.612 -0.935
H -6.063 -1.778 1.026
N -1.100 -1.174 2.842
C 0.895 -3.282 -0.796
O 1.753 -6.865 -4.165
H -6.051 -1.761 -1.449
C -3.520 0.408 0.540
H -4.451 -0.358 2.290
F 2.968 0.970 1.588
As -2.417 1.586 1.673
C -5.344 -1.157 -0.894
C -1.390 -2.139 3.719
H 0.843 1.257 -1.652
H 2.132 -0.790 -1.707
C -4.430 -0.369 -1.572
C 1.226 -5.092 -2.344
H -1.618 -1.780 -0.888
H -0.779 -0.216 2.982
H -2.127 -4.193 3.357
F 3.651 -1.200 1.302
F 2.671 -0.567 3.295
H -1.275 -1.993 4.779
C -0.274 -3.306 -2.902
C -5.345 -1.165 0.496
H -0.966 -2.828 -3.587
H 1.610 1.530 -0.223
N 2.460 0.103 -1.356
O -3.068 1.559 3.168
O -2.720 3.189 1.011
H 3.045 -0.111 -0.558
*
```

=====

No. 3
ORCA calculation (wB97M-V/def2-TZVPD) on C27H45LuN4OP2 as an isolated structure at a distorted geometry.

Results
HOMO level = -13.7 eV
Energy above the lowest of the compared OMol25 structures with the same formula, charge and spin = 17.3 kJ/mol
DFT total energy = -88921.1853 eV
HOMO-LUMO gap = 7.99 eV
LUMO energy = -0.2116 hartree

Structure (ORCA input):
```
! wB97M-V def2-TZVPD RIJCOSX def2/J DEFGRID3
* xyz 2 1
H -0.410 -4.787 -2.408
H 1.282 2.231 -2.980
C -1.036 4.279 2.071
C 0.220 3.612 1.506
H 0.116 1.727 2.640
C -0.648 5.476 -1.015
H -1.883 -0.548 5.931
H 1.767 3.943 -1.194
H -3.574 -3.401 -4.216
N 1.529 -1.472 3.020
C -0.474 -0.534 8.203
H -2.822 2.733 -1.058
C 1.658 2.893 -0.899
C 2.920 -1.692 1.312
C 0.036 -0.793 6.883
C 1.397 -1.083 6.706
C 2.860 -1.747 2.665
N 1.661 -1.340 0.812
H -0.789 3.679 -2.200
H 3.748 -1.895 0.654
H 3.209 -0.748 -2.955
H -0.240 -1.128 1.817
C -1.040 4.002 -1.175
H 0.345 5.639 -0.579
C -1.306 -3.012 -0.490
H 1.075 -1.176 -4.597
H -0.082 -3.123 -5.627
C 2.248 -0.215 -3.084
H 2.397 0.478 -3.936
H 1.776 2.188 2.188
H 1.766 -2.290 -3.443
P -0.071 2.841 -0.141
H -1.011 -0.981 3.642
H -2.513 -0.139 -3.168
H -0.915 -3.438 0.442
H -2.043 -3.717 -0.895
H 0.725 -4.757 -1.053
H 3.620 -1.941 3.401
H 0.689 -2.326 -0.914
Lu 0.617 0.233 -0.393
H -2.876 4.166 0.005
H -3.275 -2.663 -2.654
H 0.982 4.381 1.300
C 0.797 2.581 2.495
H -1.388 6.021 -0.414
P -0.528 -1.739 -2.900
C -0.824 -0.765 5.777
H 1.237 -4.114 -2.619
C -0.899 -3.592 -5.068
C -1.580 -2.613 -4.112
H 2.401 2.718 -0.098
C -2.547 3.790 -0.972
O -1.280 0.212 -1.384
H 0.927 3.059 3.476
C 0.383 -4.192 -1.932
H -1.942 -1.761 -4.720
C -0.332 -1.013 4.495
H -0.526 -4.488 -4.556
N -0.907 -0.337 9.274
H -3.088 4.354 -1.741
H -1.893 3.593 2.076
C -2.804 -3.263 -3.444
H 2.965 2.360 -2.500
H 2.957 -1.573 5.279
H -1.321 5.186 1.526
H -2.903 -1.047 -2.006
C 1.977 2.010 -2.134
C 0.841 -1.264 1.883
C -0.138 -2.834 -1.461
H 2.071 -1.110 7.565
C -1.931 -0.600 -2.319
H -1.656 -3.917 -5.796
H -0.845 4.573 3.111
C 1.218 -1.332 -3.515
H -0.649 5.945 -2.009
H -2.569 -4.249 -3.021
H -1.821 -2.077 -0.239
C 1.898 -1.350 5.426
C 1.027 -1.306 4.328
N 2.037 0.577 -1.878
*
```

=====

No. 4
ORCA calculation (wB97M-V/def2-TZVPD) on a 10-piece molecular cluster, C5H32N2O9 overall at a distorted geometry.

Results
HOMO level = -9.6 eV
Energy above the lowest of the compared OMol25 structures with the same formula, charge and spin = 132.6 kJ/mol
DFT total energy = -27111.9656 eV
HOMO-LUMO gap = 9.68 eV
LUMO energy = 0.0037 hartree

Structure (ORCA input):
```
! wB97M-V def2-TZVPD RIJCOSX def2/J DEFGRID3
* xyz 0 1
O 0.251 4.432 -0.388
H -1.799 -3.242 2.812
H -0.760 -3.231 0.060
H 1.499 -1.509 -2.316
H -2.289 0.198 0.388
O -2.868 -2.601 -0.483
H 2.763 2.906 -3.675
H -0.348 -1.045 0.829
H -0.202 -4.074 -2.597
H 0.541 0.610 -1.509
O -0.046 1.275 4.007
H 2.809 -0.077 1.455
O -1.907 -2.577 2.123
C -1.294 0.635 0.617
H -0.471 -2.554 -2.399
N -0.140 -0.177 0.343
H 0.242 -4.457 -0.265
H 0.584 0.695 3.589
H 2.349 -0.785 -0.989
C 0.258 -0.350 -1.049
H 2.125 -3.244 -0.855
O 2.281 3.498 1.086
H -0.443 4.053 0.146
O 2.166 2.451 -4.292
H 3.225 3.335 1.008
O 2.278 0.730 1.499
H 1.946 2.615 1.355
H -1.399 0.733 1.706
H -0.596 -0.653 -1.676
H -0.774 3.917 -3.460
H 0.130 2.215 3.863
C 1.446 -1.336 -1.249
H 1.508 0.519 0.912
H 0.074 4.044 -2.151
H -2.881 0.226 3.711
N -0.660 -3.443 -1.937
H -2.269 -3.112 -1.028
H -2.625 -2.658 0.469
H -3.034 0.078 2.138
C 0.056 -3.442 -0.653
C 1.329 -2.624 -0.425
H -2.283 -1.751 2.500
H 1.328 2.889 -4.024
O 0.073 3.700 -3.074
H 1.274 -2.377 0.648
H 1.109 4.236 0.068
H -1.347 1.640 0.166
O -3.209 -0.315 2.994
*
```

=====

No. 5
ORCA calculation (wB97M-V/def2-TZVPD) on a 3-piece molecular cluster, C5H16NO overall at a distorted geometry.

Results
HOMO level = -12.6 eV
Energy above the lowest of the compared OMol25 structures with the same formula, charge and spin = 597.2 kJ/mol
DFT total energy = -8970.3255 eV
HOMO-LUMO gap = 4.86 eV
LUMO energy = -0.2830 hartree

Structure (ORCA input):
```
! wB97M-V def2-TZVPD RIJCOSX def2/J DEFGRID3
* xyz 1 1
H 0.876 1.927 0.065
H -2.507 -1.262 -1.232
H -3.203 -0.909 0.201
C 0.830 -0.292 -0.488
H 0.947 -0.787 -1.442
C 0.417 1.127 -0.755
C 3.040 0.029 0.936
C 1.558 -0.637 0.725
H 1.173 -0.387 1.692
H -0.567 -0.922 0.527
H 3.736 0.081 0.035
H -1.476 1.670 0.121
H 1.104 1.496 -1.626
C -1.113 1.559 -0.909
O -1.446 -1.446 1.112
H 2.794 1.037 1.357
H -1.815 0.841 -1.442
H -1.227 -1.673 2.041
H -1.109 2.478 -1.415
N -3.254 -0.756 -0.805
H 3.528 -0.494 1.712
H -4.075 -0.981 -1.311
H 1.788 -1.698 0.900
*
```

=====

No. 6
ORCA calculation (wB97M-V/def2-TZVPD) on a 3-piece molecular cluster, C16H32NO8 overall.

Results
HOMO level = -4.7 eV
DFT total energy = -34983.8269 eV
HOMO-LUMO gap = 7.00 eV
LUMO energy = 0.0834 hartree

Structure (ORCA input):
```
! wB97M-V def2-TZVPD RIJCOSX def2/J DEFGRID3
* xyz -1 1
H -5.372 3.512 -2.666
H -3.009 6.332 -6.083
O -4.375 5.326 -2.615
H 0.743 -0.077 -0.769
N -0.311 -3.296 1.948
O -1.431 3.032 0.696
H -0.622 -2.371 1.675
O -4.451 4.473 -4.711
C 3.242 -5.454 1.032
C 4.543 -3.716 2.445
H 0.818 -6.020 0.316
H 5.267 -4.796 0.755
O 0.243 2.011 1.831
C -1.030 5.223 2.076
C 4.050 -2.492 1.651
H -0.972 0.600 0.919
O -4.002 6.642 -4.284
H 1.848 1.134 -0.148
O -0.243 4.059 2.313
H -0.827 5.631 1.086
H 3.888 -2.728 0.597
C -4.619 4.013 -2.059
C 0.691 -5.376 1.191
H -2.093 4.997 2.154
H -1.092 -3.777 2.384
C 0.792 0.905 -0.298
H -3.775 7.922 -5.820
H -5.038 4.222 -1.077
H -0.765 -4.254 0.083
H 3.311 -6.532 0.842
H 5.062 -5.796 2.178
C 0.092 0.802 1.030
H -2.599 3.743 -1.367
H 5.546 -3.531 2.846
C 1.044 -3.199 -0.157
H 2.048 -4.225 2.376
C -3.348 3.206 -1.947
C 0.090 -4.040 0.745
C -4.265 5.376 -3.935
H 3.900 -3.882 3.313
H 0.544 0.016 1.629
C -0.553 3.012 1.526
H 3.051 -4.983 0.067
H -0.040 -5.864 1.849
H 4.776 -1.676 1.698
O 1.531 -3.840 -1.109
H -3.552 2.269 -1.429
H 2.061 -5.947 2.757
H -2.942 2.973 -2.931
C 2.025 -5.223 1.933
H 0.347 1.665 -0.942
C 4.594 -4.990 1.599
H -0.737 5.935 2.842
H -4.771 6.491 -6.211
H 3.095 -2.110 2.013
C -3.884 6.849 -5.693
O 1.195 -1.984 0.142
*
```